# 1
Molecular formula: C34H55BBrN8PdSi
Method: DFT, ωB97M-V/def2-TZVPD

Geometry (Å):
Pd: -0.26253 -0.17373 0.01949
C: -3.18266 3.63432 2.47813
C: -1.83606 3.03836 2.50571
C: -0.62026 3.55230 2.85660
C: 0.29945 2.51939 2.68802
N: -0.38170 1.38605 2.15877
N: -1.61622 1.69206 2.10912
B: -2.73401 0.60025 1.78331
N: -2.25048 -0.77499 2.23356
N: -1.16399 -1.38019 1.66935
C: -1.02900 -2.56867 2.24800
C: -2.06395 -2.75896 3.17374
C: -2.81386 -1.60082 3.14730
C: -4.01470 -1.24543 3.95935
C: 0.15173 -3.47236 1.99565
C: -0.01952 -4.78693 2.76005
C: 0.30712 -3.78362 0.50688
C: 1.40973 -2.76283 2.51976
N: -3.03045 0.66262 0.28819
N: -2.08835 1.13440 -0.60030
C: -2.73905 1.34369 -1.75436
C: -4.08872 0.98844 -1.60830
C: -4.23664 0.57327 -0.30950
C: -5.44806 0.08869 0.41134
C: -2.16316 2.03517 -2.97229
C: -2.39951 1.18009 -4.22214
C: -0.68507 2.35532 -2.82312
C: -2.93998 3.35653 -3.12797
C: 1.72671 2.44632 3.08718
C: 2.32617 1.06232 2.83825
C: 1.76453 2.74919 4.60555
C: 2.51846 3.53568 2.34199
H: -3.12784 4.70489 2.65388
H: -3.66452 3.44243 1.51608
H: -3.81110 3.17555 3.24570
H: -0.43517 4.54976 3.21474
H: -3.70619 0.91259 2.40143
H: -2.23538 -3.61159 3.80736
H: -4.31515 -2.10960 4.54790
H: -3.80372 -0.42493 4.64605
H: -4.85370 -0.94814 3.33175
H: -0.90315 -5.33296 2.42454
H: 0.85420 -5.41499 2.58051
H: -0.09454 -4.62575 3.83627
H: 1.18237 -4.41997 0.36092
H: 0.45556 -2.88291 -0.09115
H: -0.56723 -4.31271 0.11957
H: 1.35943 -2.64734 3.60415
H: 2.30245 -3.34228 2.27643
H: 1.51472 -1.76795 2.08110
H: -4.86541 1.05209 -2.35151
H: -6.30567 0.10112 -0.25750
H: -5.31163 -0.93116 0.77773
H: -5.67654 0.71935 1.27195
H: -1.83465 0.24886 -4.17837
H: -3.45703 0.93758 -4.34455
H: -2.07557 1.72800 -5.10851
H: -0.08067 1.45607 -2.75236
H: -0.34934 2.91920 -3.69522
H: -0.49319 2.95682 -1.93527
H: -4.00070 3.18246 -3.31237
H: -2.84373 3.97275 -2.23171
H: -2.53514 3.91809 -3.97135
H: 1.76774 0.29234 3.37353
H: 2.34362 0.81911 1.77634
H: 3.35283 1.05124 3.20485
H: 1.18142 2.02365 5.17465
H: 2.80166 2.69064 4.93627
H: 1.39212 3.74981 4.82654
H: 2.51843 3.35771 1.26783
H: 2.10861 4.52772 2.53924
H: 3.54647 3.51576 2.70619
N: 1.92072 2.06775 -0.70454
C: 1.16784 1.22715 -0.45315
Br: 0.62445 -1.09606 -3.16665
C: -0.97614 -1.88479 -2.59623
C: -1.70657 -2.65058 -3.49122
C: -2.88607 -3.22118 -3.04970
C: -3.28670 -3.01527 -1.73859
C: -2.48905 -2.24482 -0.91627
N: -1.34713 -1.68266 -1.33424
H: -1.34650 -2.78525 -4.50015
H: -3.48202 -3.82331 -3.72274
H: -4.19799 -3.44698 -1.35038
H: -2.75175 -2.07258 0.11482
C: 2.38821 -4.18034 -2.46620
Si: 3.70929 -2.99562 -1.81366
C: 4.59201 -2.17877 -3.24248
C: 4.90077 -3.98217 -0.76063
C: 2.96066 -1.63946 -0.79233
H: 2.33204 -4.13749 -3.55571
H: 1.39584 -3.94133 -2.07926
H: 2.61824 -5.21088 -2.18762
H: 5.29380 -2.85311 -3.73564
H: 5.14877 -1.30605 -2.89452
H: 3.87465 -1.84088 -3.99453
H: 5.31567 -4.82079 -1.32320
H: 4.37780 -4.38677 0.11054
H: 5.72655 -3.36859 -0.39713
H: 3.09611 -0.59581 -1.05817
H: 2.46317 -1.77874 0.16384

Cartesian forces, eV/Å:
Pd -0.407 -0.129 0.352
C -0.090 -0.084 0.007
C 0.041 -0.115 -0.129
C -0.146 0.073 -0.052
C 0.007 -0.614 -0.345
N 0.486 0.535 0.511
N -0.461 -0.136 0.032
B 0.007 0.022 -0.018
N -0.098 -0.120 0.096
N -0.150 0.262 -0.139
C 0.063 -0.150 0.094
C -0.066 0.135 0.073
C 0.112 0.055 -0.075
C 0.031 -0.029 -0.009
C 0.069 -0.040 0.025
C 0.040 -0.019 -0.082
C 0.046 -0.023 0.012
C -0.030 0.041 -0.032
N 0.165 0.314 -0.176
N -0.276 -0.183 0.068
C 0.283 0.089 0.011
C -0.016 -0.028 -0.135
C 0.019 -0.100 0.239
C -0.032 0.057 -0.011
C -0.109 0.016 0.029
C -0.036 -0.003 0.015
C -0.007 0.044 0.033
C 0.035 -0.004 -0.003
C 0.004 0.013 0.118
C -0.028 0.010 -0.020
C 0.051 0.013 -0.048
C 0.022 0.024 -0.009
H -0.005 0.005 -0.003
H 0.023 0.025 -0.002
H -0.007 0.036 -0.005
H 0.054 -0.008 0.024
H 0.014 -0.042 0.102
H 0.020 0.001 -0.020
H -0.002 0.010 0.005
H 0.005 0.005 -0.012
H -0.020 0.002 -0.003
H 0.001 -0.002 0.008
H -0.026 -0.033 0.012
H -0.008 0.026 -0.012
H -0.018 -0.002 -0.027
H 0.025 -0.043 0.040
H 0.001 0.016 -0.003
H 0.004 0.023 -0.002
H -0.004 -0.005 0.013
H 0.013 -0.029 0.014
H 0.002 0.019 -0.002
H 0.002 -0.016 -0.001
H 0.010 -0.001 -0.008
H -0.011 -0.004 -0.009
H 0.000 -0.011 -0.004
H 0.020 -0.008 -0.016
H 0.008 -0.006 0.007
H -0.007 0.070 0.015
H 0.010 -0.008 0.000
H 0.011 0.006 -0.010
H -0.006 -0.003 0.006
H 0.012 -0.005 -0.009
H -0.012 -0.001 -0.001
H 0.012 -0.008 -0.012
H 0.014 0.012 0.022
H 0.002 0.015 -0.006
H -0.001 -0.011 -0.014
H -0.008 0.011 0.019
H 0.002 -0.005 -0.003
H 0.010 -0.018 0.008
H 0.009 0.000 0.006
H 0.003 0.019 -0.020
N 0.029 -0.051 0.163
C -0.091 -0.005 -0.483
Br 0.107 -0.089 -0.101
C -0.045 -0.070 0.070
C 0.002 -0.012 0.020
C -0.002 -0.015 -0.035
C 0.063 0.037 0.042
C -0.051 -0.045 -0.082
N 0.226 0.312 -0.191
H -0.009 -0.004 -0.002
H 0.004 0.004 0.001
H 0.003 0.000 0.000
H -0.038 0.017 0.056
C -0.031 -0.016 0.024
Si -0.036 -0.070 -0.026
C -0.024 0.078 -0.006
C -0.047 0.041 0.096
C 0.137 0.077 0.048
H 0.013 0.011 -0.006
H 0.015 -0.037 -0.001
H -0.015 -0.006 -0.004
H -0.015 -0.031 0.004
H 0.036 -0.018 -0.040
H 0.023 0.032 -0.008
H 0.007 -0.003 -0.003
H 0.043 -0.038 0.000
H 0.005 -0.007 -0.010
H -0.022 -0.001 0.019
H 0.031 -0.055 -0.076

Calculated values
Charge: +1
Multiplicity: 5
Gap between HOMO and LUMO (spin up / spin down) (eV): 8.02 / 5.84

Mulliken atomic charge list, values in e, 99 entries: Pd 1.072; C -1.449; C 0.561; C -1.042; C -0.581; N -0.043; N 0.427; B -0.590; N 0.680; N 1.133; C -1.222; C -0.937; C 0.482; C -1.455; C 2.377; C -2.383; C -0.989; C -1.040; N 1.392; N -0.766; C -0.373; C -1.011; C 0.150; C -1.296; C 2.342; C -1.437; C -1.332; C -1.921; C 2.355; C -1.645; C -1.800; C -1.534; H 0.443; H 0.207; H 0.278; H 0.654; H -0.094; H 0.683; H 0.433; H 0.280; H 0.236; H 0.462; H 0.430; H 0.443; H 0.656; H -0.424; H 0.383; H 0.428; H 0.383; H -0.364; H 0.665; H 0.494; H 0.213; H 0.262; H 0.162; H 0.303; H 0.458; H -0.104; H 0.466; H 0.274; H 0.350; H 0.371; H 0.464; H 0.357; H 0.136; H 0.557; H 0.394; H 0.464; H 0.397; H 0.262; H 0.381; H 0.452; N -0.917; C 0.627; Br 0.061; C -0.723; C -0.805; C -0.623; C -1.133; C -0.340; N 1.645; H 0.588; H 0.471; H 0.552; H 0.308; C -0.751; Si 0.189; C -1.074; C -1.101; C -1.272; H 0.371; H -0.056; H 0.407; H 0.321; H 0.347; H 0.266; H 0.331; H 0.287; H 0.321

# 2
Molecular formula: C34H55NO6PSr
Method: DFT, ωB97M-V/def2-TZVPD

Geometry (Å):
Sr: -0.33975 -0.26993 0.22532
C: 2.95020 -0.48832 1.49924
C: 2.81599 -1.81488 0.76558
O: 1.59517 -1.76702 0.04921
C: 1.29639 -2.93277 -0.71890
C: 0.61234 -2.50039 -1.99502
O: -0.58324 -1.79895 -1.67544
C: -1.17444 -1.19440 -2.81820
C: -2.56858 -0.73553 -2.43973
O: -2.55926 0.26710 -1.42950
C: -2.75600 1.60666 -1.85518
C: -1.48111 2.27478 -2.33383
O: -0.52037 2.15939 -1.29800
C: 0.72007 2.79199 -1.56128
C: 1.56716 1.99592 -2.54135
O: 1.79278 0.67320 -2.07502
C: 3.12235 0.39276 -1.67164
C: 3.48302 0.99784 -0.32105
O: 2.57624 0.61992 0.69641
H: 3.97271 -0.37566 1.87066
H: 2.26190 -0.47244 2.34676
H: 2.81744 -2.63260 1.49048
H: 3.64834 -1.97060 0.06896
H: 0.65246 -3.60365 -0.14460
H: 2.21143 -3.46535 -0.99206
H: 0.38552 -3.38666 -2.59632
H: 1.27583 -1.84346 -2.57035
H: -1.25244 -1.91652 -3.63760
H: -0.54998 -0.35630 -3.15178
H: -3.09947 -1.59361 -2.02299
H: -3.10086 -0.38791 -3.32876
H: -3.12347 2.13845 -0.97916
H: -3.51112 1.65565 -2.64445
H: -1.69495 3.33015 -2.53867
H: -1.12300 1.81576 -3.26203
H: 1.22736 2.85558 -0.59686
H: 0.56469 3.80273 -1.95496
H: 2.50955 2.52543 -2.70964
H: 1.05544 1.91672 -3.50348
H: 3.83615 0.75602 -2.41973
H: 3.19368 -0.69397 -1.63271
H: 3.44651 2.08818 -0.38265
H: 4.50657 0.70780 -0.06233
C: 1.12046 2.12808 3.30616
C: -0.27476 2.75974 3.25888
C: -0.68674 3.14738 4.67761
P: -1.38438 1.59667 2.29815
C: -2.84814 2.64939 1.76602
C: -3.32557 3.77442 2.68391
C: -4.01184 1.72464 1.39646
C: -2.03850 0.36975 3.45582
C: -2.78614 0.77517 4.57231
C: -3.38189 -0.11000 5.44745
C: -4.15537 0.36344 6.65123
C: -3.21824 -1.47063 5.17840
C: -2.50507 -1.90712 4.08802
C: -1.89081 -1.01658 3.16723
N: -1.21711 -1.47274 2.07058
C: -1.26927 -2.85432 1.78053
C: -0.27655 -3.73224 2.24630
C: 0.72679 -3.26408 3.26537
C: -0.26668 -5.05429 1.81271
C: -1.22970 -5.54941 0.94242
C: -1.21078 -6.98885 0.50026
C: -2.24541 -4.68896 0.53949
C: -2.29157 -3.36446 0.95819
C: -3.46277 -2.49165 0.59114
H: 1.81996 2.78992 3.82086
H: 1.50339 1.93073 2.30527
H: 1.07795 1.18535 3.86048
H: -0.23295 3.66378 2.64052
H: -0.73891 2.26730 5.31826
H: -1.64206 3.66618 4.71756
H: 0.06846 3.82002 5.09167
H: -2.47334 3.12684 0.85330
H: -3.70692 3.39097 3.62912
H: -4.14806 4.29867 2.19129
H: -2.54002 4.50175 2.88848
H: -4.45176 1.30002 2.29828
H: -3.68811 0.89198 0.76542
H: -4.79014 2.28194 0.86923
H: -2.91387 1.83274 4.75819
H: -4.50208 1.38843 6.51904
H: -3.53268 0.33539 7.54892
H: -5.02347 -0.27061 6.83307
H: -3.66674 -2.20094 5.84378
H: -2.41156 -2.97103 3.90400
H: 0.34352 -3.45040 4.27138
H: 0.89146 -2.18945 3.18209
H: 1.67356 -3.79999 3.17714
H: 0.51211 -5.72157 2.17161
H: -0.19112 -7.35204 0.37196
H: -1.74918 -7.11892 -0.43782
H: -1.69189 -7.62129 1.24951
H: -3.03790 -5.06718 -0.09916
H: -4.05772 -2.94626 -0.20132
H: -3.14398 -1.49335 0.28819
H: -4.10324 -2.36129 1.46686

Cartesian forces, eV/Å:
Sr 0.139 1.110 -0.307
C -0.104 -0.162 -0.009
C 0.195 0.185 0.104
O 0.270 -0.447 -0.143
C -0.234 -0.217 -0.295
C 0.386 -0.158 -0.040
O -0.015 -0.316 -0.439
C -0.285 0.208 -0.196
C 0.068 -0.171 -0.067
O 0.308 -0.208 0.083
C 0.139 0.223 0.008
C -0.148 -0.084 -0.029
O -0.088 -0.236 0.137
C 0.200 -0.109 -0.109
C -0.095 0.110 0.033
O -0.159 -0.038 0.131
C 0.157 -0.046 0.077
C -0.073 -0.074 -0.241
O -0.227 0.011 0.058
H -0.011 0.016 0.054
H 0.062 0.022 0.017
H -0.019 -0.017 -0.008
H -0.048 -0.028 -0.028
H 0.048 0.003 0.068
H 0.045 0.039 0.068
H -0.077 0.029 0.012
H -0.078 0.011 -0.001
H 0.032 -0.048 0.049
H 0.039 -0.071 -0.015
H -0.068 0.064 -0.045
H 0.009 0.027 0.006
H -0.050 -0.004 -0.059
H -0.034 -0.026 0.027
H 0.024 0.003 -0.013
H 0.021 0.012 0.015
H -0.033 0.071 0.000
H -0.021 0.016 0.062
H 0.009 -0.020 -0.021
H 0.058 0.021 -0.028
H -0.018 -0.018 -0.028
H 0.025 0.060 -0.039
H 0.051 -0.008 0.036
H 0.014 0.034 0.024
C -0.137 0.080 -0.064
C -0.024 -0.246 0.020
C 0.027 0.091 -0.059
P -0.306 0.555 0.401
C 0.104 -0.101 0.106
C 0.007 -0.087 -0.098
C 0.142 0.030 0.037
C -0.056 0.026 0.048
C 0.011 -0.149 -0.058
C -0.109 0.047 0.112
C 0.118 -0.057 -0.050
C 0.027 0.068 -0.004
C 0.108 -0.053 -0.178
C -0.251 -0.067 0.417
N -0.158 0.148 0.195
C 0.032 -0.031 0.042
C 0.004 0.014 0.037
C -0.037 -0.025 -0.045
C 0.048 -0.012 0.003
C -0.020 -0.012 -0.046
C -0.033 0.051 0.083
C 0.032 -0.007 0.026
C 0.072 0.060 -0.052
C 0.143 -0.117 0.085
H 0.024 -0.035 0.015
H 0.059 -0.010 0.025
H 0.037 -0.004 0.008
H 0.002 -0.005 -0.049
H 0.013 0.016 0.011
H 0.009 -0.043 0.046
H -0.004 -0.009 0.020
H 0.037 0.002 -0.046
H -0.022 0.019 0.009
H 0.003 0.050 0.034
H -0.030 -0.006 0.004
H -0.021 -0.045 0.013
H -0.072 -0.016 0.041
H -0.001 -0.009 -0.008
H -0.008 -0.009 0.003
H -0.014 0.002 0.014
H -0.049 0.016 0.023
H -0.018 0.028 0.017
H -0.005 -0.011 -0.016
H -0.031 -0.006 0.039
H 0.024 0.053 0.021
H 0.020 -0.009 0.016
H -0.005 -0.013 0.002
H -0.002 0.016 0.008
H -0.004 -0.011 -0.018
H 0.015 -0.026 -0.009
H 0.006 -0.029 -0.031
H 0.014 0.006 -0.017
H -0.014 0.014 -0.006
H -0.089 0.020 -0.001
H -0.035 0.079 -0.035

Calculated values
Charge: +1
Gap between HOMO and LUMO (eV): 6.67

The molecule's Mulliken atomic charges, reported in e, are given here: Sr 1.497; C -0.593; C -1.051; O 1.028; C -0.389; C -0.909; O 0.371; C -0.717; C -0.827; O 0.031; C -0.767; C -0.684; O 0.264; C -0.723; C -0.678; O -0.172; C -0.683; C -0.702; O -0.089; H 0.608; H -0.100; H 0.282; H 0.529; H -0.503; H 0.612; H 0.469; H 0.258; H 0.533; H 0.084; H 0.160; H 0.554; H 0.029; H 0.452; H 0.468; H 0.347; H 0.185; H 0.388; H 0.564; H 0.357; H 0.463; H 0.202; H 0.401; H 0.423; C -1.360; C 0.488; C -1.725; P 1.156; C 0.613; C -1.726; C -1.853; C 0.134; C -0.156; C 0.098; C -1.815; C -1.108; C -0.762; C -1.820; N 3.016; C -1.087; C 0.692; C -1.678; C -1.226; C 0.825; C -1.798; C -1.144; C 1.911; C -1.639; H 0.577; H -0.012; H 0.218; H 0.569; H 0.339; H 0.299; H 0.507; H 0.330; H 0.211; H 0.521; H 0.371; H 0.338; H 0.263; H 0.519; H 0.130; H 0.358; H 0.325; H 0.398; H 0.413; H 0.554; H 0.414; H -0.026; H 0.516; H 0.423; H 0.405; H 0.405; H 0.312; H 0.423; H 0.448; H 0.043; H 0.407